Entry i
The following is a quantum chemistry calculation of a cluster of 2 separate species, C4H10N in total, from the Open Molecules 2025 dataset.

Last column: Löwdin charge in e.
Atoms and positions in Å:
C 2.35008 0.78455 0.30662  0.22
N 1.76554 -0.13279 -0.37357  0.21
H 3.32074 0.77918 0.77789  0.14
H 1.84808 1.75072 0.47508  0.14
H 0.74057 -0.00352 -0.52030  0.06
H 1.97480 -1.09833 -0.09433  0.18
C -1.59091 -1.29615 0.40006  0.01
C -1.48617 0.18466 0.19279  0.02
C -0.94650 0.88166 -0.89537  0.21
H -2.55778 -1.67130 0.76291  0.14
H -1.28238 -1.76785 -0.53095  0.10
H -0.79187 -1.51085 1.15260  0.15
H -1.84964 0.81383 1.01295  0.15
H -0.87513 1.97073 -0.89071  0.13
H -0.61944 0.31547 -1.77566  0.13

charge: +2
gap between HOMO and LUMO (alpha / beta): 11.6 / 8.9 eV
multiplicity: 2
<S²>: 0.7525

Entry ii
The following is a quantum chemistry calculation of the ion C4H10N with charge +2, from the Open Molecules 2025 dataset.

Last column: Löwdin charge in e.
Atoms and positions in Å:
C 0.30436 1.35486 2.02903  -0.02
C 0.10487 1.16320 0.51779  -0.17
C 0.31369 -0.17637 -0.03670  0.12
C -0.31047 -0.52686 -1.24414  0.11
N -0.48968 -1.89962 -1.74007  0.27
H -0.58491 0.95746 2.52009  0.11
H 1.13627 0.73350 2.35734  0.10
H 0.55890 2.37342 2.30228  0.11
H -0.88281 1.53757 0.21595  0.16
H 0.91151 1.75057 -0.01585  0.22
H 0.88304 -0.89808 0.55623  0.17
H -0.23423 0.25500 -2.00268  0.18
H 0.33986 -2.48512 -1.54679  0.21
H -0.77348 -1.85176 -2.72568  0.20
H -1.27691 -2.28779 -1.18680  0.21

charge: +2
gap between HOMO and LUMO (alpha / beta): 10.2 / 7.2 eV
multiplicity: 2
<S²>: 0.7603

Relative energies, hartree: entry i 0.0169; entry ii 0.0000.

Entry i
The following is a quantum chemistry calculation of an isolated molecule of C12H12F2, from the Open Molecules 2025 dataset.

Last column: Löwdin charge in e.
Atoms and positions in Å:
C -0.36277 1.62200 -1.13530  0.08
C -0.63935 1.06353 0.12830  -0.28
C 0.16082 0.15350 0.77616  -0.02
C 1.50104 -0.32268 0.49257  -0.19
C 1.63370 -1.66885 0.62936  -0.07
C 2.71511 -2.46516 0.26866  -0.04
C 3.87309 -1.83262 -0.34888  -0.04
C 3.77356 -0.44558 -0.52006  -0.06
C 2.64397 0.27501 -0.11080  -0.03
C 2.62949 1.96982 -0.25225  -0.20
F 1.64156 2.66858 0.34562  0.07
F 3.78679 2.62101 -0.25028  0.09
C -2.16273 1.26553 0.55624  -0.17
C -3.01155 0.17682 -0.19441  -0.10
H -0.92789 2.47617 -1.38116  0.05
H 0.55299 1.51570 -1.66470  0.05
H -0.31121 -0.29030 1.54832  0.08
H 0.77230 -2.16845 1.09310  0.12
H 2.57859 -3.48395 0.16652  0.07
H 4.69496 -2.50324 -0.51825  0.09
H 4.60788 0.07760 -0.89003  0.09
H -2.51704 2.21381 0.15623  0.09
H -2.22885 1.12174 1.64798  0.11
H -2.93048 -0.87302 0.18934  0.08
H -2.86908 0.20440 -1.25061  0.05
H -4.03816 0.51152 -0.01426  0.06

gap between HOMO and LUMO (alpha / beta): 7.6 / 7.1 eV
multiplicity: 1
SMILES: C=C(/C=c1/ccccc1=C(F)F)CC

Entry ii
The following is a quantum chemistry calculation of an isolated molecule of C12H12F2, from the Open Molecules 2025 dataset.

Last column: Löwdin charge in e.
Atoms and positions in Å:
C 1.33142 -1.60236 -2.99710  -0.09
C 0.83120 -2.33895 -1.96487  -0.09
C 1.39272 -0.17750 -2.93533  -0.06
C 0.43115 -1.70712 -0.81494  -0.03
C 1.14151 0.42444 -1.71124  -0.03
C 0.67734 -0.35797 -0.64662  -0.24
C -1.56988 0.42344 1.84400  -0.26
C -1.82706 1.14089 3.00071  0.08
C -0.41740 -0.55651 1.70919  -0.08
C 0.35018 0.19344 0.58944  -0.21
C -2.03129 0.79472 0.55227  -0.27
C 0.93555 1.54236 0.92725  -0.05
F -3.00397 1.68295 0.37241  0.12
F -2.23954 -0.12817 -0.42588  0.10
H 1.58844 -2.14826 -3.90613  0.10
H 0.84801 -3.41020 -2.13582  0.11
H 1.26402 0.35959 -3.85371  0.10
H 0.31873 -2.25251 0.06336  0.09
H 1.21615 1.51929 -1.76477  0.11
H -2.55827 1.92038 2.89415  0.05
H -1.29693 1.04862 3.94440  0.07
H 0.06580 -0.45576 2.59555  0.08
H -0.67920 -1.59448 1.69796  0.11
H 0.51236 2.19257 0.12184  0.09
H 2.00934 1.43639 0.88039  0.08
H 0.70961 2.05070 1.96348  0.12

gap between HOMO and LUMO (alpha / beta): 7.7 / 6.5 eV
multiplicity: 1

Relative energies, hartree: entry i 0.0149; entry ii 0.0000.

Entry i
The following is a quantum chemistry calculation of the ion C5H14N2 with charge +2, from the Open Molecules 2025 dataset.

Last column: Löwdin charge in e.
Atoms and positions in Å:
C 1.39201 1.43794 -0.60484  -0.02
C 1.49144 0.12733 0.15050  -0.32
N 2.46180 0.22011 1.34179  0.23
C 0.10140 -0.31469 0.70662  -0.15
C -0.85919 -0.49307 -0.42490  -0.05
C -2.15513 -0.55303 -0.11253  -0.02
N -3.20259 -0.94176 -1.15976  0.23
H 2.38579 1.82920 -0.81727  0.10
H 0.71610 2.11971 -0.07144  0.11
H 0.96640 1.26286 -1.60025  0.10
H 1.90204 -0.70335 -0.41533  0.16
H 2.38556 -0.65726 1.86737  0.18
H 3.45896 0.39038 1.16249  0.19
H 2.25739 0.98162 2.00175  0.18
H 0.19271 -1.29473 1.22449  0.14
H -0.16005 0.30149 1.57596  0.14
H -0.44662 -0.71980 -1.40173  0.14
H -2.63040 -0.10324 0.74828  0.14
H -2.83170 -1.57697 -1.86360  0.18
H -4.01515 -1.21802 -0.60927  0.18
H -3.41078 -0.09473 -1.69833  0.18

charge: +2
gap between HOMO and LUMO: 11.6 eV
multiplicity: 1
SMILES: C[C@@H]([NH3+])C/C=C/[NH3+]

Entry ii
The following is a quantum chemistry calculation of a cluster of 2 separate species, C5H14N2 in total, from the Open Molecules 2025 dataset.

Last column: Löwdin charge in e.
Atoms and positions in Å:
C -1.77621 -1.79839 -0.93956  0.03
C -0.63735 -0.76855 -0.55001  -0.52
C -0.56312 -0.61614 0.99091  -0.11
C 0.77474 0.01144 1.30155  -0.08
C 1.94621 2.05169 0.43396  -0.02
N 0.71752 1.41534 0.74819  0.11
N -0.63298 0.37658 -1.36407  0.20
H -1.82991 -2.73341 -0.30827  0.14
H -1.79769 -1.93627 -2.03113  0.08
H -2.71438 -1.28361 -0.73868  0.10
H 0.35436 -1.24487 -0.74543  0.15
H -1.43710 -0.01673 1.30757  0.16
H -0.53911 -1.61144 1.43222  0.15
H 0.80327 0.12296 2.41234  0.20
H 1.71829 -0.43534 0.85462  0.19
H 1.87275 3.10549 0.24852  0.13
H 2.54638 1.81044 -0.45193  0.16
H 2.65835 1.85522 1.24438  0.14
H -0.33777 -0.74476 -2.70490  0.53
H 0.20166 1.38795 -0.18497  0.10
H -1.32792 1.05241 -0.95533  0.16

charge: +2
gap between HOMO and LUMO: 5.5 eV
multiplicity: 1

Relative energies, hartree: entry i 0.0000; entry ii 0.3968.

Entry i
The following is a quantum chemistry calculation of a cluster of 2 separate species, C4H13NOS in total, from the Open Molecules 2025 dataset.

Last column: Löwdin charge in e.
Atoms and positions in Å:
C 0.83822 -0.80689 -1.65121  -0.28
C -0.35240 -0.90254 -0.68644  -0.22
C -0.11248 0.01997 0.56275  -0.36
S -0.68083 -0.89133 2.07627  1.18
C 0.45591 -0.34345 3.31446  -0.32
N 1.10139 0.58230 -1.97095  0.02
H 0.54151 -1.47027 -2.47663  0.12
H 1.72073 -1.25394 -1.19112  0.12
H -0.48282 -1.86551 -0.19796  0.08
H -1.26183 -0.72720 -1.25546  0.12
H -0.79169 0.88298 0.66209  0.09
H 0.86878 0.39110 0.84360  0.09
H 1.40088 -0.06323 2.85055  0.06
H 0.08491 0.51226 3.88280  0.08
H 0.74969 -1.14241 4.00081  0.07
H 0.26851 1.00577 -2.37412  0.07
H 1.85133 0.60391 -2.65500  0.09
H -1.27411 1.64822 -1.12790  -0.04
H -2.88065 1.76994 -1.11537  0.05
O -2.04505 2.05032 -1.49118  -0.02

charge: +1
gap between HOMO and LUMO (alpha / beta): 10.0 / 5.0 eV
multiplicity: 2
<S²>: 0.7532

Entry ii
The following is a quantum chemistry calculation of a cluster of 2 separate species, C4H13NOS in total, from the Open Molecules 2025 dataset.

Last column: Löwdin charge in e.
Atoms and positions in Å:
C -2.51407 -0.58934 1.12309  -0.06
C -1.21103 -0.24746 0.26926  -0.47
C -0.45383 0.87876 0.94978  -0.21
C 1.07410 1.12020 0.52492  -0.43
S 2.18363 -0.28418 0.94942  1.08
N -1.54496 0.05843 -1.11218  0.02
H -3.04216 0.35127 1.24195  0.07
H -2.26786 -0.87844 2.16764  0.09
H -3.32586 -1.21436 0.63293  0.10
H -0.63213 -1.28114 0.28530  0.16
H -0.88793 1.84590 0.62446  0.13
H -0.44519 0.77354 2.06349  0.13
H 1.11089 1.26350 -0.60435  0.11
H 1.35808 2.01512 1.06372  0.09
H 1.71981 -0.62561 2.31562  0.04
H -2.56677 -0.22371 -1.39035  0.16
H -1.42764 1.04813 -1.23339  0.07
H 0.41762 0.06635 -3.80857  0.06
H -0.27252 -0.51756 -2.66137  0.01
O 0.59592 -0.68227 -3.16311  -0.14

charge: +1
gap between HOMO and LUMO (alpha / beta): 9.2 / 4.4 eV
multiplicity: 2
<S²>: 0.7538

Relative energies, hartree: entry i 0.0000; entry ii 0.0309.